{"formula": "H14O7", "method": "the ωB97M-V functional and the def2-TZVPD basis", "species": ["O", "H", "H", "O", "H", "H", "O", "H", "H", "O", "H", "H", "O", "H", "H", "O", "H", "H", "O", "H", "H"], "positions_angstrom": [[0.76376, -3.53519, -1.39624], [0.81076, -2.79219, -0.85624], [1.23476, -4.28119, -1.01124], [1.32276, -1.97119, 0.72476], [1.50276, -2.82119, 1.16176], [1.84676, -1.33119, 1.20976], [-0.75624, 2.43381, -0.92224], [-0.28224, 3.15881, -1.32724], [-1.58324, 2.82781, -0.71124], [1.02676, 1.26381, 1.45376], [1.06976, 2.20781, 1.30976], [1.20076, 0.95081, 0.56976], [-1.13024, -0.19619, 0.39376], [-0.38524, -0.77019, 0.50376], [-0.75924, 0.55281, -0.06524], [0.04476, -0.20719, -2.54724], [0.73776, 0.03481, -1.86824], [-0.83224, -0.24019, -2.18724], [-1.91724, 1.55081, 2.26276], [-2.37624, 2.20581, 1.69976], [-1.53924, 0.95881, 1.60276]], "gap_ev": 10.4, "relative_energy_ev": 2.270, "charge": 0, "homo_ha": -0.385, "e_tot_ha": -535.04043}

{"formula": "C16H21N3O2S", "method": "the ωB97M-V functional and the def2-TZVPD basis", "species": ["C", "H", "H", "H", "S", "C", "N", "C", "C", "C", "C", "C", "N", "C", "H", "H", "C", "C", "H", "H", "H", "C", "H", "H", "H", "O", "C", "H", "H", "N", "C", "H", "C", "O", "C", "H", "C", "H", "H", "H", "H", "H", "H"], "positions_angstrom": [[-0.85105, 3.12488, -3.14497], [-1.24349, 3.42842, -2.26377], [-1.11671, 3.54349, -3.96520], [0.28141, 2.97503, -3.19134], [-1.49110, 1.39590, -3.64570], [-0.90032, 0.73220, -2.06510], [-0.17556, 1.51184, -1.24364], [0.51742, 0.69068, -0.14097], [0.13242, -0.57082, 0.25000], [-0.79859, -1.30508, -0.63405], [-1.09611, -0.69107, -1.61552], [-1.84191, -1.41636, -2.67651], [-2.70054, -2.05305, -3.63228], [-1.12212, -2.67488, -0.06940], [-1.76664, -3.17502, -0.92877], [-0.27363, -3.14382, -0.13561], [-1.84566, -2.58280, 1.15249], [-1.70883, -3.93327, 1.87349], [-0.59790, -4.48726, 2.06643], [-2.21838, -4.65471, 1.35408], [-2.02966, -4.01923, 2.81386], [-3.14285, -1.96455, 1.34723], [-3.18622, -1.14843, 0.83174], [-3.83423, -2.69128, 0.78436], [-3.31208, -2.19257, 2.23952], [-1.03719, -1.79089, 2.12982], [0.13287, -1.17923, 1.46233], [1.04243, -2.10708, 1.67837], [0.50196, -0.36671, 2.39894], [1.16200, 1.56230, 0.66428], [2.46187, 0.92263, 1.44038], [2.35585, 1.08300, 2.36201], [3.66832, 1.66291, 0.94669], [3.57792, 2.02340, -0.59269], [2.62613, 3.02685, -0.80382], [2.34592, 2.73191, -1.56632], [1.55586, 2.78121, 0.16469], [1.51433, 3.64822, 1.29059], [0.57495, 3.29318, -0.18346], [3.17120, 4.09929, -0.56056], [4.34606, 1.06189, 1.04007], [3.84163, 2.82551, 1.64998], [2.48022, 0.02338, 1.11832]], "gap_ev": 8.2, "relative_energy_ev": 20.261, "charge": 0, "homo_ha": -0.297, "e_tot_ha": -1334.53699}

{"formula": "C29H46EuN7O5P", "method": "the ωB97M-V functional and the def2-TZVPD basis", "species": ["Eu", "O", "C", "C", "C", "N", "C", "C", "C", "O", "O", "C", "O", "O", "H", "H", "H", "C", "N", "C", "C", "N", "C", "C", "C", "C", "C", "C", "N", "C", "N", "C", "C", "N", "C", "C", "N", "C", "C", "H", "H", "H", "H", "H", "H", "H", "H", "H", "H", "H", "H", "H", "H", "H", "H", "H", "H", "H", "H", "H", "H", "H", "H", "H", "H", "H", "H", "C", "C", "P", "C", "C", "C", "C", "H", "H", "H", "H", "H", "H", "H", "H", "H", "H", "H", "H", "H", "H", "H"], "positions_angstrom": [[-0.67185, 0.63357, 0.08008], [-3.34138, 4.52900, 4.58660], [-2.83149, 3.72950, 3.58298], [-2.31924, 4.25860, 2.40239], [-1.85288, 3.38773, 1.43593], [-1.97249, 2.07679, 1.58033], [-2.45966, 1.52891, 2.72348], [-2.91623, 2.34879, 3.77687], [-2.33447, 0.03348, 2.89010], [-2.89428, -0.44208, 3.90342], [-1.61223, -0.57586, 1.93651], [-1.01105, 3.89220, 0.28164], [-0.92771, 5.08820, -0.02766], [-0.27825, 2.93922, -0.29313], [-3.35531, 5.46923, 4.33044], [-2.16451, 5.37399, 2.21338], [-3.31266, 1.92523, 4.70082], [2.60160, 2.04736, -1.07102], [1.92536, 2.43754, -2.34882], [1.77172, 3.85121, -2.61151], [1.19323, 1.50746, -3.01840], [0.63004, 0.48946, -2.31594], [0.71823, -0.78045, -2.78383], [1.87998, -1.28266, -3.46167], [1.82163, -2.52986, -4.07254], [0.64061, -3.28052, -4.00381], [-0.47954, -2.80966, -3.35383], [-0.41124, -1.63805, -2.59194], [-1.30104, -1.24800, -1.57430], [-2.41765, -1.97830, -1.30022], [-2.41335, -3.30989, -0.99957], [-3.46640, -4.23382, -1.32546], [-1.17642, -3.87337, -0.45476], [-3.55910, -1.26636, -1.09736], [-4.48699, -1.62634, -0.01598], [-3.96865, -0.15277, -1.95932], [1.02352, 1.61726, -4.36470], [0.01952, 0.93621, -5.12760], [2.11603, 2.26782, -5.16291], [3.63576, 2.33768, -1.13234], [2.46820, 0.94933, -0.89672], [2.07930, 2.56635, -0.28366], [1.42909, 4.37576, -1.72400], [1.02135, 3.93812, -3.36941], [2.73261, 4.28507, -2.96820], [2.79039, -0.72838, -3.44329], [2.62303, -2.88330, -4.67353], [0.63489, -4.28989, -4.37208], [-1.40671, -3.36266, -3.35137], [-4.33565, -3.68237, -1.71737], [-3.79769, -4.82933, -0.48061], [-3.12953, -4.97395, -2.11683], [-0.48098, -3.07656, -0.25384], [-0.72876, -4.60170, -1.17281], [-1.42326, -4.37357, 0.48942], [-5.49090, -1.67388, -0.42431], [-4.41834, -0.97351, 0.86049], [-4.13502, -2.57832, 0.35858], [-4.69733, -0.49995, -2.74304], [-3.09440, 0.24967, -2.47933], [-4.37742, 0.64979, -1.33727], [-0.88671, 0.78223, -4.50722], [0.38337, -0.01179, -5.51863], [-0.21618, 1.59906, -5.95083], [3.00818, 2.43419, -4.52826], [1.80132, 3.21534, -5.61248], [2.37537, 1.53120, -5.94303], [2.25977, 1.76114, 4.34279], [3.14663, 0.68111, 3.71539], [2.10401, -0.49577, 2.77277], [1.16844, -1.46346, 4.02133], [1.83314, -1.58277, 5.40026], [3.38174, -1.66203, 2.15507], [4.18798, -2.43461, 3.11349], [2.87016, 2.51981, 4.85562], [1.57752, 1.27980, 5.09933], [1.68954, 2.28017, 3.54191], [3.80944, 0.10296, 4.41592], [3.79409, 1.14002, 2.93575], [1.02718, -2.46749, 3.58867], [0.23373, -0.95836, 4.05401], [2.85222, -1.99590, 5.27613], [1.31137, -2.33993, 6.00395], [1.88367, -0.63630, 5.91126], [4.01380, -1.12846, 1.42850], [2.85827, -2.34110, 1.50109], [4.63873, -1.80784, 3.89982], [5.00743, -2.96303, 2.56534], [3.58177, -3.20339, 3.60491]], "gap_ev": [4.7, 7.4], "s_squared": 12.0492, "spin_multiplicity": 7, "relative_energy_ev": 0.513, "charge": 1, "homo_ha": [-0.361, -0.363], "e_tot_ha": -2943.68218}